A structure of composition C5H3N at a distorted geometry, computed with ωB97M-V with the def2-TZVPD basis set.

Last column: natural (NBO) charge in e.
CARTESIAN COORDINATES (ANGSTROEM)
C 0.59640 1.42070 -0.18889  -0.11
C -0.41232 1.18992 0.64295  0.01
C -0.16726 -0.60441 -0.23277  0.38
C 1.10843 0.08435 -0.64348  -0.52
C -1.20028 0.06171 0.70381  -0.15
N -1.38152 -0.82974 -0.48306  -0.34
H 1.23448 -0.22583 -1.75215  0.28
H 1.88608 -0.37280 0.04682  0.27
H -1.66400 -0.72390 1.90676  0.19

Computed properties:
**Frontier orbital gap (spin up / spin down)**: 7.62 / 7.61 eV
**HOMO energy (spin up / spin down)**: -8.61 / -8.61 eV
**ΔE to the lowest compared entry with this formula, charge and spin**: 165.48 kcal/mol

=====

A structure of composition C5H3N at a distorted geometry, computed with ωB97M-V with the def2-TZVPD basis set.

Last column: natural (NBO) charge in e.
CARTESIAN COORDINATES (ANGSTROEM)
C -2.08546 -0.48171 0.68500  -0.09
C -0.82373 -0.53760 0.35373  -0.08
C -0.66587 1.35369 0.06598  0.45
C 0.68151 -0.06550 0.52478  -0.21
C -1.70124 0.52512 -0.35157  -0.34
N 0.52355 1.40566 0.44256  -0.41
H 0.96022 -0.34765 1.49599  0.23
H 1.32516 -0.39492 -0.23450  0.22
H -1.83870 0.63172 -1.41459  0.23

Computed properties:
**Frontier orbital gap (spin up / spin down)**: 8.16 / 8.16 eV
**HOMO energy (spin up / spin down)**: -8.67 / -8.67 eV
**ΔE to the lowest compared entry with this formula, charge and spin**: 119.98 kcal/mol

=====

The molecule C5H3N3 at a distorted geometry, computed with ωB97M-V with the def2-TZVPD basis set.

Last column: natural (NBO) charge in e.
CARTESIAN COORDINATES (ANGSTROEM)
N -3.64500 0.58229 -0.23655  -0.25
C -2.73100 -0.11769 -0.05018  0.23
C -1.42559 -0.75032 0.18582  -0.17
C -0.16253 -0.20602 0.00138  0.25
N 0.11002 1.15920 0.08927  -0.40
C 1.42734 1.11858 -0.07828  0.02
C 1.99973 -0.28779 -0.20802  0.02
N 0.88028 -1.07485 -0.13785  -0.40
H -1.40724 -1.88775 0.31935  0.26
H 1.94087 2.05748 0.27014  0.21
H 3.01313 -0.59312 -0.15507  0.22

Computed properties:
**Frontier orbital gap**: 7.95 eV
**SMILES**: N#CC=C1N=CC=N1
**HOMO energy**: -10.12 eV
**ΔE to the lowest compared entry with this formula, charge and spin**: 41.42 kcal/mol

=====

The molecule C5H3NO at a distorted geometry, computed with ωB97M-V with the def2-TZVPD basis set.

Last column: natural (NBO) charge in e.
CARTESIAN COORDINATES (ANGSTROEM)
C 1.98745 0.48481 0.01422  -0.19
C 1.14589 -0.31948 -0.28733  -0.04
C -0.12887 -1.00403 -0.47420  -0.57
C -1.26605 -0.12110 0.04641  0.52
O -2.42744 -0.40213 -0.07871  -0.44
C -0.86684 1.14685 0.71530  0.17
N -0.57809 2.14783 1.21872  -0.24
H 2.67289 1.24749 0.31333  0.25
H -0.36068 -1.21653 -1.52451  0.27
H -0.17827 -1.96371 0.05678  0.27

Computed properties:
**Frontier orbital gap**: 10.12 eV
**SMILES**: C#CCC(=O)C#N
**HOMO energy**: -10.68 eV
**ΔE to the lowest compared entry with this formula, charge and spin**: 44.44 kcal/mol

=====

no.,electronic energy (a.u.)
1,-246.71831
2,-246.79083
3,-356.50605
4,-322.22098